P | Below is one molecule with the formula C3H4N2S2, with properties calculated with the ωB97M-V functional and the def2-TZVPD basis.

Last column: Mulliken charge in e.
Cartesian coordinates (Å):
H 1.1729 -1.6332 0.0143  0.35
H 1.8731 1.2299 0.0047  0.26
H -0.3975 1.6825 -0.0158  0.24
N -0.9243 -0.3827 0.0027  -0.37
C 1.8851 -0.8034 -0.0005  -0.15
S -3.4800 -1.1073 -0.0029  -0.24
C -2.2627 -0.0405 -0.0009  -0.04
S 3.4848 -1.0012 -0.0025  -0.28
C -0.1004 0.5973 0.0019  0.12
H -2.5058 1.0434 0.0027  0.19
N 1.2548 0.4153 -0.0038  -0.08

Output
net charge = 0
multiplicity = 1
SMILES = S=C/N=C/NC=S
HOMO = -0.3252 Eh

Q | Below is one molecule with the formula C3H4N2S2, with properties calculated with the ωB97M-V functional and the def2-TZVPD basis.

Last column: Mulliken charge in e.
Cartesian coordinates (Å):
H 1.6629 2.0030 0.7253  0.32
C -0.3316 -1.5522 0.2322  0.04
C 0.9118 1.2215 0.5736  -0.83
S -1.7209 -0.4804 -0.0444  0.05
H -0.3709 2.8368 -0.2520  0.37
H -0.7798 -2.5089 0.4897  0.32
S 1.7676 -0.1073 -0.3352  0.04
C -0.3349 1.7789 -0.0263  0.27
H 0.6900 0.8088 1.5964  0.33
N -1.4121 1.1588 -0.2804  -0.45
N 0.9235 -1.5052 0.1141  -0.45

Output
net charge = 0
multiplicity = 1
SMILES = C1=NSC=NSC1
HOMO = -0.3124 Eh

Name the least stable of them. Q.

P | Below is one molecule with the formula C3H4N2S2, with properties calculated with the ωB97M-V functional and the def2-TZVPD basis.

Last column: Mulliken charge in e.
Cartesian coordinates (Å):
S -0.2379 1.3189 -2.3805  -0.29
N 0.6948 -0.4911 -0.8067  -0.18
C 0.6953 -1.3676 0.3594  0.08
C -0.0566 0.6464 -0.8847  0.23
H 0.9897 -1.0115 -1.5543  0.27
N 0.2821 -1.2060 1.6479  -0.40
S 0.1621 0.5557 1.9536  -0.03
H -0.8096 2.1875 0.6829  0.32
H -1.7810 0.6976 0.5565  0.29
H 0.8368 -2.4339 -0.0692  0.25
C -0.7758 1.1039 0.4950  -0.55

Output
net charge = 0
multiplicity = 1
SMILES = S=C1CSN=CN1
HOMO = -0.3252 Eh

Q | Below is one molecule with the formula C3H4N2S2, with properties calculated with the ωB97M-V functional and the def2-TZVPD basis.

Last column: Mulliken charge in e.
Cartesian coordinates (Å):
C 0.5294 1.8224 -1.0601  0.24
H -1.7274 -2.1794 1.2503  0.07
H 0.9931 0.2525 0.9149  0.35
C 0.0963 -0.3184 1.0867  0.02
N 0.1117 -0.9928 2.1817  -0.34
S -0.8906 -0.2855 -0.3361  -0.10
C 0.2361 0.4527 -1.5603  -0.41
H 1.1726 -0.1163 -1.6275  0.29
S -1.2002 -2.0124 2.5095  -0.09
H -0.2358 0.4974 -2.5342  0.33
N 0.9147 2.8797 -0.8249  -0.37

Output
net charge = 0
multiplicity = 1
SMILES = N#CCS/C=N\S
HOMO = -0.3296 Eh

Name the least stable of them. Q.

P | Below is a 2-piece molecular cluster, C5H15NOS overall, with properties calculated with the ωB97M-V functional and the def2-TZVPD basis.

Last column: Mulliken charge in e.
Cartesian coordinates (Å):
H -2.0316 -0.7150 2.1831  0.41
C 2.4862 -0.2506 1.0605  -1.27
O 0.3374 1.2719 -3.3139  -0.67
H -2.2740 -0.3104 -1.2718  0.20
C -1.4149 -0.4571 1.3016  -0.92
H 0.1471 -1.5874 -0.4578  0.17
H 0.8701 1.0421 0.4018  0.23
H 0.3419 -1.3579 2.0965  0.44
H -1.6129 -1.3196 0.6869  0.43
H 1.5007 -1.0405 -1.1390  0.28
H -3.5563 0.9424 -1.2196  0.32
H 3.0145 0.6974 1.2039  0.30
H 0.2836 0.4584 -2.8074  0.31
H 3.0248 -0.7630 0.2574  0.34
N 0.6759 -0.7456 -0.6343  -0.44
C -2.4941 0.7402 -1.0551  -0.64
C 1.0377 -0.0102 0.5841  0.44
H 0.9500 1.9093 -2.9163  0.31
C 0.0546 -0.3647 1.7112  -1.02
H 0.1518 0.3298 2.5377  0.34
S -2.0582 1.1069 0.6630  -0.12
H 2.5219 -0.9640 1.8736  0.36
H -1.9564 1.3876 -1.7459  0.22

Output
net charge = 0
multiplicity = 1
SMILES = CSCC[C@@H](C)N.O
HOMO = -0.3061 Eh

Q | Below is a 2-piece molecular cluster, C5H15NOS overall, with properties calculated with the ωB97M-V functional and the def2-TZVPD basis.

Last column: Mulliken charge in e.
Cartesian coordinates (Å):
H -1.1025 0.3014 1.7757  0.29
H -0.8161 -0.6059 -2.6619  0.25
C -1.2552 -0.7436 1.4934  -1.16
C 1.7077 -0.1049 -1.4317  -0.25
H 0.9385 0.7757 -3.2551  0.41
H -2.3534 -1.4837 -0.2027  0.36
H 0.6744 1.7597 -1.8535  0.32
H -0.9826 1.1584 -0.3245  0.32
H -2.2011 -0.9534 2.0041  0.33
C -1.3988 0.3096 -0.8778  -0.89
H -0.4505 -1.3239 1.9225  0.31
H -2.4272 0.6165 -1.0727  0.36
H 1.7232 -2.3412 -2.2646  0.11
O 1.3051 1.6829 4.8482  -0.63
H 0.5038 2.1303 5.1335  0.32
H 1.1782 -0.6636 -0.6695  -0.03
H -0.5625 -1.5856 -0.3425  0.21
N -0.7081 0.2675 -2.1592  -0.29
H 1.9599 1.8807 5.5210  0.31
H 2.4261 0.5261 -0.9249  0.34
C -1.4092 -0.9892 -0.0299  -0.12
C 0.6593 0.7228 -2.2053  -0.68
S 2.5911 -1.3364 -2.4227  -0.21

Output
net charge = 0
multiplicity = 1
SMILES = CCCNCCS.O
HOMO = -0.3082 Eh

Name the least stable of them. Q.

P | Below is a 2-piece molecular cluster, C4H10NO2 overall, with properties calculated with the ωB97M-V functional and the def2-TZVPD basis.

Last column: Mulliken charge in e.
Cartesian coordinates (Å):
H -1.0175 -1.2840 1.4333  0.34
N 0.4071 0.2236 1.2035  -0.24
H 1.8799 1.7647 1.3374  0.25
O -0.6443 0.8647 -0.9631  -0.78
H -0.2832 1.6653 -2.7918  0.22
H -1.6445 -0.2434 -3.9274  0.36
H -2.0182 1.5021 -2.3744  0.21
C -1.0324 0.9665 -2.2621  -0.47
C -0.0151 -0.9523 1.7608  0.00
H -0.1357 -0.8300 -3.1062  0.23
H 2.0402 0.2719 2.3652  0.33
H 2.5017 0.2595 0.6401  0.24
O 0.6337 -1.6107 2.5390  -0.64
H -0.0265 0.4932 0.2773  0.53
H -1.7578 -1.0189 -2.3337  0.21
C -1.1147 -0.3812 -2.9700  -0.92
C 1.7782 0.6708 1.3795  -0.86

Output
net charge = -1
multiplicity = 1
HOMO = -0.1241 Eh

Q | Below is a 2-piece molecular cluster, C4H10NO2 overall, with properties calculated with the ωB97M-V functional and the def2-TZVPD basis.

Last column: Mulliken charge in e.
Cartesian coordinates (Å):
H 1.3235 -1.9934 0.4330  0.26
C 0.3378 0.9418 -0.1620  -0.08
H 0.5564 -0.3202 1.5702  0.35
H 1.3253 0.6742 -0.6610  0.06
H -0.5091 2.4696 -1.4172  0.39
H -1.6770 -1.2070 -0.3210  0.29
N 0.7429 -1.4317 -0.1844  -0.68
C -0.7066 1.4376 -1.1240  -1.22
H -0.6898 0.7829 -1.9974  0.28
H -1.4794 -1.6136 1.3985  0.34
C -1.4883 -0.7618 0.6800  -0.76
H -1.6721 1.2927 -0.6239  0.29
H 1.4589 -0.9105 -0.7210  0.28
C 0.1111 -0.3620 0.5751  0.35
O 2.9661 0.0226 -0.7251  -0.73
H 0.7046 1.7174 0.5180  0.35
O -2.2933 0.2043 1.0580  -0.78

Output
net charge = -1
multiplicity = 1
HOMO = -0.1206 Eh

Name the least stable of them. Q.

P | Below is an isolated ion of composition C4H10NO2 and charge -1, with properties calculated with the ωB97M-V functional and the def2-TZVPD basis.

Last column: Mulliken charge in e.
Cartesian coordinates (Å):
H -0.9020 1.7843 -2.1827  0.34
H -0.4211 1.9635 -0.4447  0.28
H 1.8053 0.8974 0.3153  0.44
C 0.2526 -0.5829 -0.0944  0.33
H -0.7712 -1.6665 1.3976  0.32
H 0.7008 -1.5281 -0.3659  0.26
H -0.3439 -0.4864 -2.0204  0.33
C -1.1038 -0.9533 0.6077  -0.74
C 1.1945 0.1646 0.8266  -0.75
H -1.4784 -0.0174 1.1054  0.21
H -1.8103 0.9803 -0.8827  0.29
C -0.8133 1.3044 -1.2077  -0.90
H 2.9684 -0.5622 1.4134  0.28
O 2.0556 -0.7461 1.5425  -0.51
N 0.0580 0.1417 -1.3431  -0.49
H 0.6404 0.7176 1.5904  0.22
O -2.0317 -1.4109 -0.2574  -0.90

Output
net charge = -1
multiplicity = 1
SMILES = CN[C@H](C[O-])CO
HOMO = -0.0848 Eh

Q | Below is an isolated ion of composition C4H10NO2 and charge -1, with properties calculated with the ωB97M-V functional and the def2-TZVPD basis.

Last column: Mulliken charge in e.
Cartesian coordinates (Å):
O -0.4485 2.1959 1.8484  -0.57
C -0.1448 0.4512 0.0525  0.41
H 0.4681 2.2299 1.5108  0.43
H -0.1645 0.9833 -0.8921  0.19
H -0.2972 -1.6232 0.4963  0.31
C -0.4924 -0.9664 -0.3639  -0.67
H -1.7101 0.5387 1.5805  0.31
O 1.7988 -1.3985 -1.2161  -0.88
H 0.1756 -1.1699 -2.4477  0.21
N 1.2434 0.6160 0.5270  -0.69
C -1.0330 1.2164 1.0427  -0.70
C 0.4939 -1.5701 -1.4368  -0.51
H -1.5301 -0.9735 -0.7207  0.27
H 0.1438 -2.6363 -1.4531  0.23
H 1.8473 0.3455 -0.2459  0.27
H -1.7579 1.7047 0.3639  0.21
H 1.4076 0.0566 1.3542  0.20

Output
net charge = -1
multiplicity = 1
SMILES = N[C@H](CO)CC[O-]
HOMO = -0.0997 Eh

Name the least stable of them. P.